[1]
# C26H36BrN2O4PS

3 unconnected molecules or ions with the total composition C26H36BrN2O4PS in a non-equilibrium geometry (the ωB97M-V functional and the def2-TZVPD basis, OMol25).

Structure (XYZ):
```
71
Properties=species:S:1:pos:R:3
C -4.30 2.28 2.90
C -4.62 2.86 1.69
C -3.59 3.12 0.54
N -3.42 1.92 -0.35
C -3.34 2.31 -1.75
C -4.51 2.08 -2.74
C -4.45 2.47 -4.15
C -3.22 3.12 -4.68
C -2.07 3.37 -3.77
C -2.15 2.97 -2.35
S -0.75 3.22 -1.18
C -0.85 1.65 -0.24
C 0.34 0.90 0.16
C 0.23 -0.39 0.89
C 1.57 -1.12 1.23
Br 1.75 -1.70 3.10
C 1.80 -2.28 0.17
C 2.38 -1.59 -1.17
C -1.13 -0.87 1.18
P -1.44 -2.47 2.07
N -1.63 -2.13 3.63
C -2.34 -0.10 0.78
C -2.24 1.18 0.05
H -4.99 1.58 3.42
H -3.30 2.53 3.34
H -5.68 3.19 1.55
H -3.99 3.98 -0.06
H -2.57 3.37 0.96
H -5.44 1.60 -2.33
H -5.31 2.28 -4.83
H -3.17 3.39 -5.76
H -1.11 3.84 -4.10
H 1.36 1.27 -0.09
H 2.39 -0.37 1.05
H 2.61 -3.00 0.48
H 0.85 -2.84 -0.05
H 2.45 -0.47 -1.08
H 3.43 -1.94 -1.39
H 1.73 -1.80 -2.06
H -0.31 -3.36 1.97
H -2.64 -3.12 1.61
H -1.53 -1.11 3.70
H -3.37 -0.48 1.03
C 7.87 0.16 5.28
C 6.62 0.85 4.78
O 6.46 0.67 3.37
C 5.87 -0.40 2.80
C 5.60 -1.62 3.64
O 5.62 -0.39 1.62
H 7.82 -0.92 5.13
H 8.02 0.35 6.35
H 8.75 0.52 4.74
H 5.72 0.54 5.32
H 6.72 1.92 4.94
H 6.44 -2.31 3.55
H 4.70 -2.10 3.27
H 5.42 -1.40 4.69
C -2.68 -0.77 -4.85
C -2.23 -0.67 -3.41
O -2.53 -1.88 -2.70
C -1.74 -2.96 -2.68
C -0.61 -3.07 -3.67
O -1.98 -3.87 -1.92
H -2.16 -1.56 -5.39
H -2.50 0.18 -5.37
H -3.75 -1.00 -4.90
H -1.17 -0.42 -3.32
H -2.78 0.13 -2.92
H -0.96 -3.61 -4.55
H 0.20 -3.62 -3.21
H -0.20 -2.11 -3.97
```

Summary:
structure (SMILES)	C=CCN1c2ccccc2Sc2cc([C@@H](Br)CC)c([PH2]=N)cc21.CCOC(C)=O.CCOC(C)=O
total charge	0
multiplicity	1
LUMO level	-0.02	eV


[2]
# C26H36CsFN8O4S2

A molecular structure, C26H36CsFN8O4S2 in a non-equilibrium geometry (the ωB97M-V functional and the def2-TZVPD basis, OMol25).

Structure (XYZ):
```
78
Properties=species:S:1:pos:R:3
Cs -0.83 0.07 -0.03
C -1.67 2.67 -3.02
C -0.34 2.95 -3.72
C -0.13 1.97 -4.87
C 0.80 2.96 -2.71
C 1.06 4.09 -1.95
C 2.06 4.11 -1.00
C 2.84 2.98 -0.76
C 3.92 3.00 0.29
C 2.57 1.83 -1.49
C 1.57 1.83 -2.46
H -2.51 2.86 -3.71
H -1.81 3.26 -2.11
H -1.72 1.62 -2.73
H -0.38 3.96 -4.14
H -0.19 0.93 -4.52
H 0.84 2.11 -5.35
H -0.91 2.10 -5.62
H 0.44 4.97 -2.09
H 2.23 5.00 -0.41
H 3.50 3.21 1.28
H 4.66 3.78 0.07
H 4.44 2.04 0.35
H 3.13 0.92 -1.30
H 1.37 0.92 -3.01
N -0.34 3.97 3.25
C -1.78 3.86 3.12
C -2.33 2.81 2.14
C -1.74 3.06 0.75
O -2.35 3.86 0.01
O -0.66 2.44 0.49
H 0.06 4.16 2.33
H 0.09 3.09 3.51
H -2.16 4.83 2.78
H -2.20 3.69 4.12
H -3.41 2.92 2.08
H -2.09 1.80 2.50
N -1.30 -1.62 3.87
H -1.87 -1.77 3.04
H -0.36 -1.93 3.60
H -1.22 -0.62 3.99
N 3.98 -0.86 2.28
C 3.96 0.26 3.01
C 2.80 1.10 2.93
N 2.68 2.20 3.61
C 3.72 2.55 4.41
C 4.84 1.76 4.47
N 4.99 0.62 3.79
H 2.99 -1.30 1.95
H 4.77 -1.46 2.47
H 2.01 0.81 2.25
H 3.63 3.47 4.98
H 5.68 2.06 5.10
F 1.76 -1.69 1.62
N -1.92 -8.25 0.81
C -2.11 -6.90 0.49
C -3.23 -6.50 -0.24
C -3.44 -5.16 -0.53
C -2.53 -4.21 -0.09
C -1.42 -4.60 0.65
C -1.21 -5.93 0.94
S -2.73 -2.50 -0.47
O -4.05 -2.34 -1.03
O -2.45 -1.80 0.78
N -1.57 -2.12 -1.46
C -1.56 -2.48 -2.76
S -2.72 -3.56 -3.53
C -1.86 -3.42 -5.01
C -0.81 -2.59 -4.84
N -0.63 -2.06 -3.59
H -2.34 -8.89 0.16
H -0.96 -8.49 1.00
H -3.94 -7.25 -0.58
H -4.31 -4.84 -1.09
H -0.70 -3.85 0.97
H -0.34 -6.23 1.51
H -2.18 -3.92 -5.91
H -0.11 -2.31 -5.62
```

Summary:
total charge	-2
multiplicity	1
ΔE to the lowest compared entry with this formula, charge and spin	130.8	kJ/mol
LUMO level	3.82	eV


[3]
# C26H36N2O8S

3 unconnected molecules or ions with the total composition C26H36N2O8S in a non-equilibrium geometry (the ωB97M-V functional and the def2-TZVPD basis, OMol25).

Structure (XYZ):
```
73
Properties=species:S:1:pos:R:3
C 3.87 2.15 -1.06
C 2.79 2.43 -2.17
C 3.01 1.80 -3.58
C 1.70 3.19 -1.87
C 0.29 2.79 -2.45
C -0.82 3.82 -2.03
C -1.51 3.55 -0.63
C -0.60 2.83 0.43
C -2.90 2.83 -0.83
C -2.76 1.29 -1.13
C -3.54 0.77 -2.35
C -3.54 -0.52 -2.78
C -2.84 -1.82 -2.33
C -2.01 -1.74 -1.00
S -0.83 -3.20 -1.00
C 0.76 -2.39 -1.28
N 1.32 -2.13 -2.47
N 2.49 -1.50 -2.22
C 2.63 -1.34 -0.91
O 1.56 -1.91 -0.27
C -4.47 -0.65 -4.01
O -4.62 -1.51 -4.80
O -5.24 0.54 -4.03
C -4.46 1.48 -3.36
O -4.55 2.63 -3.65
H 3.33 1.73 -0.18
H 4.46 3.06 -0.81
H 4.58 1.37 -1.45
H 2.13 1.97 -4.25
H 3.89 2.30 -4.06
H 3.16 0.70 -3.45
H 1.71 4.08 -1.20
H 0.08 1.74 -2.15
H 0.33 2.80 -3.57
H -0.39 4.85 -2.03
H -1.64 3.81 -2.80
H -1.76 4.56 -0.21
H -1.28 2.49 1.25
H 0.12 3.53 0.93
H -0.09 1.92 0.05
H -3.46 3.41 -1.61
H -3.46 2.92 0.14
H -1.67 1.08 -1.24
H -3.11 0.71 -0.24
H -3.60 -2.63 -2.20
H -2.16 -2.16 -3.15
H -1.36 -0.85 -0.89
H -2.66 -1.88 -0.10
H 3.49 -0.85 -0.42
O 1.19 1.67 2.60
C 0.41 0.99 3.20
C 0.73 -0.30 3.91
C -0.65 -0.91 4.13
C -1.53 0.32 4.22
O -0.91 1.30 3.36
H 1.22 -0.07 4.86
H 1.36 -0.94 3.30
H -0.72 -1.55 5.00
H -0.93 -1.50 3.25
H -1.57 0.73 5.23
H -2.54 0.13 3.87
O 2.33 -2.46 4.85
C 2.34 -3.31 4.01
C 1.88 -4.74 4.19
C 2.47 -5.42 2.97
C 2.51 -4.29 1.95
O 2.73 -3.10 2.73
H 0.79 -4.77 4.18
H 2.27 -5.16 5.11
H 1.91 -6.29 2.62
H 3.49 -5.75 3.19
H 1.56 -4.19 1.41
H 3.32 -4.41 1.23
```

Summary:
structure (SMILES)	CC(C)=CCC[C@H](C)CCC1=C(CCSc2nnco2)C(=O)OC1=O.O=C1CCCO1.O=C1CCCO1
total charge	0
multiplicity	1
LUMO level	-0.43	eV


[4]
# C26H37F5O10P2

3 unconnected molecules or ions with the total composition C26H37F5O10P2 in a non-equilibrium geometry (the ωB97M-V functional and the def2-TZVPD basis, OMol25).

Structure (XYZ):
```
80
Properties=species:S:1:pos:R:3
O -0.20 -0.63 7.19
C -0.23 -1.73 6.42
C -0.16 -3.27 7.07
C -0.82 -4.40 6.33
C -1.57 -3.96 4.90
O -2.68 -4.65 4.61
C -0.97 -2.72 3.96
C -1.08 -2.66 2.33
F -1.83 -3.88 1.84
F -1.96 -1.50 1.90
C 0.34 -2.65 1.52
C 1.63 -1.67 1.83
C 3.05 -1.71 0.95
C 3.25 -2.74 -0.33
C 1.94 -3.72 -0.66
C 2.14 -4.72 -1.98
F 1.54 -6.06 -1.80
F 1.56 -3.97 -3.15
F 3.59 -4.87 -2.30
C 0.53 -3.70 0.23
C -0.32 -1.60 4.76
H 0.39 -3.45 8.11
H -0.83 -5.50 6.75
H 1.59 -0.87 2.69
H 3.95 -0.99 1.23
H 4.25 -2.76 -0.92
H -0.30 -4.44 -0.13
H 0.13 -0.63 4.29
C -3.80 0.31 3.36
C -4.97 0.06 2.42
O -5.55 1.28 1.99
P -4.75 2.15 0.84
O -5.20 1.22 -0.32
O -5.93 3.27 0.51
C -6.19 3.64 -0.84
C -7.50 3.01 -1.29
O -4.25 3.18 2.13
C -5.07 4.15 2.77
C -6.23 3.57 3.56
H -2.99 0.82 2.83
H -3.42 -0.63 3.77
H -4.10 0.97 4.19
H -4.65 -0.54 1.56
H -5.74 -0.51 2.95
H -5.36 3.34 -1.50
H -6.26 4.73 -0.89
H -7.51 1.93 -1.13
H -7.69 3.22 -2.35
H -8.33 3.42 -0.70
H -5.40 4.91 2.06
H -4.41 4.67 3.48
H -6.99 3.15 2.90
H -6.71 4.35 4.16
H -5.89 2.78 4.23
C 5.03 -1.59 -6.30
C 5.80 -1.38 -5.01
O 5.57 -0.08 -4.50
P 4.12 0.21 -3.75
O 4.54 -0.51 -2.44
O 4.46 1.71 -3.11
C 4.06 2.02 -1.79
C 5.27 2.03 -0.88
O 3.66 1.02 -5.20
C 4.10 2.31 -5.60
C 5.58 2.42 -5.90
H 3.95 -1.58 -6.12
H 5.29 -2.56 -6.75
H 5.25 -0.80 -7.02
H 5.53 -2.13 -4.26
H 6.87 -1.47 -5.20
H 3.29 1.32 -1.43
H 3.60 3.01 -1.80
H 5.84 1.09 -0.95
H 4.98 2.19 0.16
H 5.96 2.83 -1.18
H 3.78 3.07 -4.87
H 3.55 2.55 -6.51
H 6.18 2.32 -5.00
H 5.81 3.38 -6.36
H 5.89 1.62 -6.59
```

Summary:
structure (SMILES)	O=C1C=CC(=O)C(C(F)(F)c2cccc(C(F)(F)F)c2)=C1.CCOP(=O)(OCC)OCC.CCOP(=O)(OCC)OCC
total charge	0
multiplicity	1
ΔE to the lowest compared entry with this formula, charge and spin	2112.2	kJ/mol
LUMO level	-2.40	eV


[5]
# C26H37N5O4PtSSi3

A molecular structure, C26H37N5O4PtSSi3 (the ωB97M-V functional and the def2-TZVPD basis, OMol25).

Structure (XYZ):
```
77
Properties=species:S:1:pos:R:3
Pt -0.10 0.41 -0.53
O -5.99 -0.62 -1.34
C -5.34 -1.77 -1.34
O -5.89 -2.84 -1.39
C -3.85 -1.71 -1.31
C -3.07 -2.84 -1.39
N -1.79 -2.44 -1.34
N -1.68 -1.12 -1.24
C -2.92 -0.65 -1.21
C -3.09 0.84 -1.16
O -4.22 1.31 -1.27
O -2.01 1.51 -1.04
H -5.37 0.16 -1.33
H -3.36 -3.87 -1.49
H -0.96 -3.01 -1.42
C 1.63 3.13 1.22
Si 0.10 2.30 1.94
C 0.13 2.66 3.80
C -1.34 3.32 1.33
C 0.09 0.44 1.61
Si -1.28 -0.46 2.50
C -2.93 0.41 2.41
C -0.89 -0.69 4.33
C -1.50 -2.22 1.84
Si 1.74 -0.32 1.93
C 2.63 0.21 3.49
C 1.79 -2.20 1.93
C 2.89 0.17 0.49
C 4.28 0.13 0.56
C 5.04 0.53 -0.52
C 4.39 0.96 -1.67
C 3.01 0.96 -1.69
N 2.29 0.57 -0.64
H 1.64 4.18 1.51
H 1.64 3.09 0.12
H 2.57 2.68 1.57
H 0.41 3.70 3.96
H 0.81 2.03 4.36
H -0.88 2.52 4.21
H -1.33 4.26 1.90
H -2.30 2.84 1.49
H -1.28 3.55 0.27
H -2.97 1.25 3.11
H -3.73 -0.29 2.69
H -3.16 0.80 1.42
H -0.76 0.25 4.86
H 0.02 -1.28 4.47
H -1.71 -1.24 4.81
H -0.90 -2.38 0.95
H -2.55 -2.42 1.61
H -1.18 -2.95 2.59
H 2.02 -0.02 4.37
H 2.84 1.28 3.50
H 3.58 -0.33 3.61
H 1.28 -2.60 2.81
H 2.83 -2.52 1.97
H 1.33 -2.64 1.05
H 4.76 -0.20 1.48
H 6.12 0.51 -0.48
H 4.95 1.30 -2.54
H 2.46 1.29 -2.56
N -0.90 2.47 -3.41
C -0.29 1.32 -3.74
N 0.12 0.43 -2.88
C 0.71 -0.66 -3.52
C 1.24 -1.78 -2.89
C 1.80 -2.79 -3.66
C 1.83 -2.69 -5.05
C 1.31 -1.57 -5.69
C 0.75 -0.57 -4.91
S 0.03 0.93 -5.42
H -1.35 2.49 -2.49
H -1.34 3.01 -4.14
H 1.24 -1.83 -1.80
H 2.22 -3.66 -3.18
H 2.27 -3.48 -5.64
H 1.34 -1.49 -6.77
```

Summary:
total charge	0
multiplicity	3
ΔE to the lowest compared entry with this formula, charge and spin	0.0	kJ/mol
LUMO level (spin up / spin down)	0.11 / -1.06	eV
⟨S²⟩	2.00


[6]
# C26H38AgN8OPSSi

A molecular structure, C26H38AgN8OPSSi (the ωB97M-V functional and the def2-TZVPD basis, OMol25).

Structure (XYZ):
```
77
Properties=species:S:1:pos:R:3
Ag -0.36 -0.08 0.66
C 3.95 1.50 4.10
N 2.63 0.96 3.85
C 1.75 0.55 4.81
C 0.64 0.12 4.14
N 0.83 0.25 2.80
C 2.03 0.76 2.64
P 2.87 1.20 1.09
C 2.73 -0.41 0.24
N 1.94 -1.41 0.58
C 2.21 -2.42 -0.29
C 3.20 -2.05 -1.15
N 3.55 -0.77 -0.79
C 4.52 0.03 -1.50
C 1.54 2.26 0.40
N 0.35 2.46 0.95
C -0.29 3.37 0.15
C 0.52 3.73 -0.88
N 1.69 3.04 -0.71
C 2.78 3.02 -1.65
H 4.12 1.55 5.17
H 4.72 0.87 3.65
H 4.04 2.51 3.69
H 1.98 0.60 5.86
H -0.29 -0.27 4.53
H 1.68 -3.36 -0.25
H 3.68 -2.56 -1.96
H 5.34 -0.60 -1.82
H 4.06 0.50 -2.38
H 4.90 0.80 -0.83
H -1.30 3.69 0.36
H 0.38 4.38 -1.72
H 2.87 4.00 -2.11
H 3.71 2.80 -1.13
H 2.60 2.27 -2.42
C 0.90 -3.04 -5.85
Si 0.51 -1.45 -4.90
C -0.63 -0.37 -5.93
C 2.17 -0.59 -4.70
C -0.37 -1.96 -3.32
C -1.09 -3.14 -3.29
C -1.76 -3.56 -2.14
C -1.67 -2.76 -1.03
N -1.01 -1.61 -1.01
C -0.39 -1.17 -2.13
S 0.31 0.39 -2.05
H 1.42 -2.78 -6.78
H 0.02 -3.62 -6.13
H 1.56 -3.69 -5.27
H -0.19 -0.11 -6.89
H -0.86 0.55 -5.39
H -1.58 -0.89 -6.12
H 2.66 -0.52 -5.68
H 2.83 -1.17 -4.05
H 2.05 0.40 -4.28
H -1.13 -3.77 -4.17
H -2.33 -4.49 -2.12
H -2.14 -3.05 -0.09
O -2.71 0.39 1.68
C -3.23 -0.27 2.56
C -4.53 -0.99 2.39
C -5.60 0.09 2.71
C -5.38 0.91 4.00
C -4.18 1.87 4.00
C -2.84 1.20 4.37
N -2.79 -0.18 3.88
H -4.62 -1.83 3.08
H -4.65 -1.35 1.37
H -6.57 -0.39 2.76
H -5.62 0.78 1.87
H -5.33 0.24 4.87
H -6.28 1.50 4.15
H -4.36 2.69 4.69
H -4.09 2.31 3.01
H -2.71 1.17 5.45
H -2.00 1.76 3.95
H -3.33 -0.79 4.48
```

Summary:
total charge	0
multiplicity	1
ΔE to the lowest compared entry with this formula, charge and spin	68.2	kJ/mol
LUMO level	0.72	eV


Table of energy (eV), in record order: -128876.8388 -72596.9940 -57738.3699 -80181.6055 -80922.0882 -73549.7102